C3H21N2O5 | ωB97M-V/def2-TZVPD

Calculated values
lowest unoccupied orbital energy: -2.6 eV
net charge: +1
ΔE to the lowest compared entry with this formula, charge and spin: 43.4 kcal/mol
orbital gap: 0.381 Ha
HOMO level: -0.47474 Eh

```
31
C3H21N2O5 | the OMol25 dataset | ωB97M-V/def2-TZVPD
H 0.829 -2.428 1.244
H -1.782 3.086 1.068
H -0.287 1.543 2.225
H -2.911 -1.699 2.828
H -1.378 0.407 -2.396
H 2.701 -0.907 -3.038
C -1.635 1.908 -0.879
H -1.919 -1.267 -0.973
O -2.757 -1.201 2.014
H 2.694 0.233 -0.952
H -1.446 2.703 -1.630
H -0.244 3.324 0.223
H 3.455 -2.106 0.712
H -1.668 -0.080 0.481
N -0.463 1.318 1.341
H 0.464 1.035 0.921
H -3.620 -1.315 1.722
H 0.159 0.767 -1.382
H -0.319 -1.139 -0.396
O 0.005 -2.869 0.828
H 2.803 1.930 -0.566
O 2.660 -1.670 0.456
H 2.797 -1.799 -1.718
O 2.525 -0.886 -2.059
H 2.832 -0.805 0.782
C -0.989 2.446 0.541
H -0.107 -3.441 1.615
N -1.236 -0.607 -0.487
H -2.762 1.823 -0.784
O 2.582 1.050 -0.345
C -0.983 0.646 -1.398
```

***

C3H22KNO11 | ωB97M-V/def2-TZVPD

Calculated values
lowest unoccupied orbital energy (alpha / beta): -4.7 / -9.4 eV
net charge: +1
spin multiplicity: 2
orbital gap (alpha / beta): 0.312 / 0.137 Ha
HOMO level (alpha / beta): -0.48409 / -0.48331 Eh

```
38
C3H22KNO11 | the OMol25 dataset | ωB97M-V/def2-TZVPD
H 9.333 -13.653 -17.259
H 11.902 -12.707 -22.013
C 10.959 -13.577 -20.383
N 11.371 -16.570 -16.513
O 12.788 -14.602 -21.405
O 12.655 -18.330 -13.622
O 11.272 -20.016 -18.306
C 11.706 -13.736 -21.713
O 12.301 -17.406 -16.655
H 12.352 -13.552 -16.861
O 10.697 -16.598 -15.536
O 9.088 -16.688 -19.306
O 11.105 -15.829 -17.406
O 9.018 -18.823 -17.449
H 9.679 -17.064 -19.958
H 12.216 -18.188 -14.461
H 11.598 -20.785 -17.837
H 8.715 -14.168 -15.977
H 8.759 -16.406 -15.503
K 14.938 -16.371 -17.407
H 9.665 -16.237 -18.691
H 11.132 -14.422 -23.793
O 7.951 -16.116 -15.926
C 10.750 -14.422 -22.772
H 9.306 -18.954 -16.545
H 13.252 -14.793 -22.223
H 13.404 -18.888 -13.834
H 11.615 -12.959 -19.770
H 10.598 -15.469 -22.510
H 7.560 -16.918 -16.272
H 9.726 -14.055 -22.707
H 12.390 -12.070 -16.557
H 10.827 -14.496 -19.811
O 8.910 -13.360 -16.452
H 9.827 -18.819 -17.960
H 11.902 -19.325 -18.099
H 9.985 -13.093 -20.456
O 12.353 -12.928 -16.135
```

***

C3H22NO10S | ωB97M-V/def2-TZVPD

Calculated values
lowest unoccupied orbital energy: 2.7 eV
net charge: -1
ΔE to the lowest compared entry with this formula, charge and spin: 100.4 kcal/mol
orbital gap: 0.311 Ha
HOMO level: -0.21229 Eh

```
37
C3H22NO10S | the OMol25 dataset | ωB97M-V/def2-TZVPD
C -0.638 -1.463 0.279
O -3.114 1.305 0.679
H 2.186 2.328 0.929
H -0.869 -2.341 2.142
H 2.919 0.737 -0.878
H 1.544 -3.632 0.221
H 0.380 -2.091 -1.700
H -1.827 -1.185 0.333
S -1.568 -3.671 -1.242
H -2.133 -0.607 -3.527
H 1.501 1.785 -2.085
H -2.847 0.194 2.131
C 0.124 -0.088 0.348
H 0.744 -2.112 1.620
O -0.588 0.891 -0.025
O 3.768 0.275 -1.150
O 1.338 -0.157 0.601
O -2.191 -0.608 2.414
H -1.375 -0.235 2.891
H 0.242 1.872 -1.021
H -1.321 -4.203 -0.134
H -1.150 -1.465 -1.890
H -2.605 0.455 -2.460
H 2.673 3.331 0.017
H -3.078 2.185 0.849
H -0.297 3.813 0.427
H 1.839 -2.205 0.927
O 2.663 3.098 0.902
N -0.230 -2.323 1.326
H -2.182 1.068 0.488
H 4.051 -0.427 -0.571
O 2.213 -3.039 0.582
H 1.133 3.865 1.062
O 0.944 2.466 -1.523
O 0.241 4.236 1.062
C -0.637 -2.178 -1.100
O -1.854 0.126 -2.922
```

***

C3H22NO7S | ωB97M-V/def2-TZVPD

Calculated values
lowest unoccupied orbital energy: 2.9 eV
net charge: -1
ΔE to the lowest compared entry with this formula, charge and spin: 36.1 kcal/mol
orbital gap: 0.231 Ha
HOMO level: -0.12589 Eh

```
34
C3H22NO7S | the OMol25 dataset | ωB97M-V/def2-TZVPD
H -1.227 -1.509 -1.225
H -0.886 2.203 2.354
H 2.351 -0.643 -1.768
H 1.953 0.128 2.829
H -1.637 -0.195 -0.056
H -0.819 -0.084 3.043
C -1.068 -0.468 -0.984
H 1.578 1.438 -0.282
C 0.441 -0.288 -0.729
H 0.078 1.739 -0.864
N 0.598 1.111 -0.193
H -0.864 -3.115 1.900
H -1.277 -2.148 0.866
C 1.290 -0.601 -1.956
H 0.756 -0.879 0.188
H -1.463 0.237 -1.819
H -0.821 2.841 -2.757
O 1.847 -0.379 3.585
O -0.177 3.286 -2.288
H 1.669 -2.080 1.228
H 0.948 -0.399 3.735
O -0.259 1.571 2.230
H -0.254 1.480 1.303
H 1.471 -2.874 2.553
H -2.325 1.311 -3.799
H -0.768 -1.583 2.937
O 1.069 -2.730 1.561
S 0.895 0.493 -3.399
O -1.542 -2.546 1.667
H -0.825 1.918 -4.223
O -1.741 2.059 -4.001
H 1.119 -1.684 -2.416
O -0.745 -0.842 3.560
H 0.636 3.234 -2.776
```

***

C3H23BO12S | ωB97M-V/def2-TZVPD

Calculated values
SMILES: CCB(O)OC(=O)OS.O.O.O.O.O.O.O.O
lowest unoccupied orbital energy: -0.1 eV
orbital gap: 0.342 Ha
HOMO level: -0.34429 Eh

```
40
C3H23BO12S | the OMol25 dataset | ωB97M-V/def2-TZVPD
O -5.003 -2.370 -5.074
H -5.073 -2.456 -8.721
O 2.732 3.089 0.999
H 4.735 -0.543 -1.557
O 3.443 1.696 -1.015
O -2.981 -1.166 -2.723
H 5.285 -0.178 2.654
O 1.184 1.892 5.070
O -4.295 0.814 -1.330
H -5.899 -2.663 -4.852
S 2.359 2.395 2.550
C 3.663 2.105 0.413
O 5.783 -0.659 3.332
H -4.266 -2.387 -7.427
H 1.032 0.948 0.124
H -2.450 -0.437 -3.078
H 0.950 2.320 2.713
C 1.479 -0.012 -0.427
H -0.520 3.454 8.228
H -3.792 -0.010 -1.413
H -5.191 0.520 -1.108
O 4.657 1.502 1.072
H 0.172 -1.306 1.027
O -4.173 -2.318 -8.389
H 6.281 0.034 3.791
H -2.238 -1.927 -1.038
H 0.842 -0.234 -1.410
H -3.384 -1.567 -3.508
H 1.738 -2.268 0.307
O -1.586 -1.881 -0.322
C 1.308 -1.248 0.687
H -2.067 -1.459 0.406
H 0.904 2.722 5.485
B 3.041 0.257 -0.865
O -0.427 3.523 7.266
H -1.327 3.385 6.934
O 3.954 -0.890 -1.035
H -4.500 -3.194 -5.157
H 1.653 1.424 5.777
H 1.978 -0.910 1.614
```

***

C3H24N6O9 | ωB97M-V/def2-TZVPD

Calculated values
SMILES: NC(N)=O.NC(N)=O.NC(N)=O.O.O.O.O.O.O
lowest unoccupied orbital energy: -0.6 eV
ΔE to the lowest compared entry with this formula, charge and spin: 34.8 kcal/mol
orbital gap: 0.300 Ha
HOMO level: -0.32157 Eh

```
42
C3H24N6O9 | the OMol25 dataset | ωB97M-V/def2-TZVPD
O -1.733 -1.591 1.517
H 1.905 2.326 2.269
O -1.251 1.545 3.026
O 0.893 -3.155 -1.861
H -1.346 2.499 3.152
N 1.360 -3.176 0.341
H -1.189 0.313 -0.518
O 0.208 4.328 -2.705
H -0.052 -0.743 1.205
H 1.793 -0.131 -0.692
H 1.419 -3.642 1.224
H 3.149 -0.355 -1.396
H 0.392 2.556 2.438
N -2.734 -0.773 -3.152
N 1.915 3.457 -1.501
H 2.230 3.127 -0.613
H -2.807 0.567 -1.110
H 1.708 -2.236 0.222
H 2.376 3.344 -2.388
H -2.026 -2.282 2.122
H -1.947 1.311 2.397
H -1.068 4.155 -0.592
H 1.459 -0.303 3.407
C 0.649 3.917 -1.626
H -2.708 -1.479 -3.862
O 0.776 -0.416 4.077
H -0.001 0.045 3.727
O 1.112 2.586 1.779
H -3.679 -0.646 -2.823
H 0.580 0.665 1.214
N 0.551 -5.072 -0.713
C -1.646 -0.499 -2.379
H 0.209 -5.503 -1.550
O -0.525 -0.855 -2.731
O 2.240 -0.678 -1.367
H 0.558 -5.630 0.119
H -2.473 -1.458 0.910
N -0.096 3.942 -0.483
C 0.934 -3.766 -0.805
O 0.416 -0.098 0.637
N -1.864 0.257 -1.271
H 0.315 3.548 0.354
```

***

C3H24NO10S | ωB97M-V/def2-TZVPD

Calculated values
lowest unoccupied orbital energy: -2.7 eV
net charge: +1
ΔE to the lowest compared entry with this formula, charge and spin: 0.0 kcal/mol
orbital gap: 0.361 Ha
HOMO level: -0.45911 Eh

```
39
C3H24NO10S | the OMol25 dataset | ωB97M-V/def2-TZVPD
O -1.049 0.985 -3.252
H 2.717 -1.956 -1.643
O 1.686 0.057 -1.892
H -3.167 0.989 2.469
O -3.155 1.191 1.447
H -0.971 -2.853 0.985
H 1.226 2.823 -1.252
N 0.187 2.379 -1.174
H -2.371 -2.345 -0.975
H 3.058 -1.207 1.455
H -1.128 0.278 -2.698
C 0.880 -0.055 -0.998
H -0.539 0.720 -4.067
C 0.926 1.117 1.162
O 3.082 -1.800 -0.770
H -0.409 -1.373 -0.229
H 0.544 0.366 1.846
H 3.944 -0.357 2.181
H -2.873 2.245 -1.643
O 0.449 -1.281 -0.862
H -0.245 2.716 2.823
H -3.443 -1.566 -1.908
H 3.207 -0.835 -0.686
O -0.872 -1.942 1.227
H -3.190 0.306 1.108
O -2.287 1.954 -0.998
O 3.104 -0.389 1.772
H 2.085 -3.440 2.640
H -0.919 0.864 -0.020
S 0.802 2.777 1.925
H 0.000 2.217 -2.130
C 0.164 1.098 -0.280
H 1.804 -3.065 1.267
H 2.051 1.057 1.061
H -2.737 2.245 -0.225
O -2.845 -1.571 -1.139
H -0.634 -2.022 2.098
H -0.438 3.054 -0.736
O 1.358 -3.381 2.108
```

***

C3H26O10 | ωB97M-V/def2-TZVPD

Calculated values
lowest unoccupied orbital energy: -0.3 eV
ΔE to the lowest compared entry with this formula, charge and spin: 66.8 kcal/mol
orbital gap: 0.278 Ha
HOMO level: -0.29031 Eh

```
39
C3H26O10 | the OMol25 dataset | ωB97M-V/def2-TZVPD
H -10.377 0.658 22.937
H -8.279 7.219 24.544
O -8.896 4.435 23.126
H -6.260 4.607 25.267
H -7.208 4.247 20.999
H -6.174 3.466 21.499
O -5.885 6.739 22.621
H -10.742 6.701 23.742
O -6.604 4.236 21.711
H -5.467 7.406 22.028
H -6.205 6.124 21.996
O -8.949 6.559 24.790
H -11.000 2.957 23.637
H -9.041 4.993 23.838
O -8.665 7.122 21.515
H -9.548 7.149 21.122
O -9.407 1.712 20.691
H -8.552 -0.485 23.968
H -8.713 6.346 25.684
C -9.199 0.084 24.630
C -9.832 1.119 23.769
H -10.911 6.781 22.263
H -6.958 3.354 25.676
O -7.138 4.280 25.441
H -7.259 1.574 24.534
O -8.749 1.850 23.129
C -10.715 2.189 24.378
H -9.122 1.681 21.608
O -6.381 1.706 24.935
H -10.259 2.629 25.202
H -9.665 2.614 20.537
O -11.278 6.337 23.023
H -9.967 -0.594 24.872
H -6.096 0.808 25.112
H -8.831 0.427 25.559
H -8.080 7.139 20.750
H -11.565 1.490 24.793
H -7.949 4.635 22.897
H -8.860 3.507 23.355
```

***

C3H26O12S2 | ωB97M-V/def2-TZVPD

Calculated values
lowest unoccupied orbital energy (alpha / beta): -4.2 / -8.3 eV
net charge: +1
spin multiplicity: 2
orbital gap (alpha / beta): 0.307 / 0.158 Ha
HOMO level (alpha / beta): -0.46224 / -0.46224 Eh

```
43
C3H26O12S2 | the OMol25 dataset | ωB97M-V/def2-TZVPD
H 3.395 -0.377 0.660
O 0.223 2.876 2.997
C -1.985 0.256 0.376
H -0.658 4.717 0.218
H -0.739 2.976 3.037
O -1.296 4.008 0.318
S -2.933 -2.421 0.163
O 3.642 0.064 1.467
H -1.774 4.163 -0.508
O -0.313 -0.789 -1.069
H -1.870 -1.243 -3.474
H 0.357 -1.406 -3.896
H -0.826 -3.215 1.441
H 3.263 -2.333 -1.424
H 1.213 -0.441 4.276
O 0.523 -0.037 3.746
O -1.863 -0.304 -3.272
H 4.571 -1.973 -2.002
H 1.227 3.156 -1.715
H 1.611 -1.163 -4.646
H -4.061 -0.536 -0.268
H 1.618 1.783 -2.096
O 2.362 -0.043 -1.598
H -2.257 1.304 0.265
O 1.300 -1.456 -3.781
O 1.505 2.652 -2.489
O 0.129 1.098 -0.068
H 1.818 -0.656 -2.126
C -0.622 0.018 -0.214
S -1.942 -2.597 1.899
O 4.112 -1.959 -1.148
H 2.997 3.044 2.915
H 0.700 0.910 3.770
H -1.959 0.083 1.455
C -2.979 -0.689 -0.312
H 1.958 3.101 2.003
H 3.216 -0.522 -1.681
H -2.572 -0.673 -1.349
H 0.260 2.204 2.325
O 2.862 2.740 2.002
H -0.981 -0.043 -2.985
H 1.040 1.059 -0.389
H 3.095 0.689 1.922
```

***

C3H27N2O10S2 | ωB97M-V/def2-TZVPD

Calculated values
lowest unoccupied orbital energy: -2.2 eV
net charge: +1
ΔE to the lowest compared entry with this formula, charge and spin: 28.6 kcal/mol
orbital gap: 0.354 Ha
HOMO level: -0.43658 Eh

```
44
C3H27N2O10S2 | the OMol25 dataset | ωB97M-V/def2-TZVPD
O 0.051 -2.237 0.879
C -0.332 -0.024 -0.332
H 2.989 -1.797 3.257
H 1.360 -1.566 3.415
H 1.593 3.202 -1.161
O 2.107 3.008 -0.410
H -0.326 0.449 -1.344
H 3.335 -2.406 1.151
H -4.137 -1.920 -1.407
H 2.892 3.629 -0.386
H -1.989 -1.790 -1.652
H 0.699 -0.055 -4.753
C -1.508 0.683 0.456
H 4.100 0.192 -1.326
H 2.392 1.707 2.644
C -0.575 -1.602 -0.012
O 2.867 -1.952 0.376
H 3.365 0.472 2.346
H -2.180 -0.164 0.719
H -1.299 1.040 1.558
O 0.348 0.247 -3.868
H -4.863 -0.548 -1.015
S -1.181 3.691 -0.633
H -1.625 -3.197 -0.661
O -0.987 -1.067 2.959
H 0.847 0.981 1.014
H -0.424 -5.836 -0.921
H 1.896 -2.295 0.441
O 3.411 0.814 -1.433
N -1.523 -2.196 -0.841
H 1.850 0.460 -0.256
H -0.939 -5.869 0.621
O -4.047 -0.975 -1.328
O 2.282 -1.250 3.004
H -0.560 -1.595 2.330
N 1.012 0.267 0.288
O 2.684 1.085 1.975
H 3.512 1.555 -0.930
H -1.657 4.497 0.308
S -2.334 2.066 -0.407
H 0.011 1.130 -4.080
H 1.383 -0.587 0.837
O -0.772 -5.288 -0.204
H -1.476 -1.700 3.503
```

***

C3H27N2O14 | ωB97M-V/def2-TZVPD

Calculated values
lowest unoccupied orbital energy: 2.5 eV
net charge: -1
ΔE to the lowest compared entry with this formula, charge and spin: 0.0 kcal/mol
orbital gap: 0.343 Ha
HOMO level: -0.25017 Eh

```
46
C3H27N2O14 | the OMol25 dataset | ωB97M-V/def2-TZVPD
H 2.827 2.664 1.237
O -1.488 2.970 1.832
H -1.586 2.649 2.733
H -2.569 -1.580 -2.554
O -1.501 2.237 -1.935
H 3.709 1.140 -1.192
O 0.211 1.556 0.111
H -0.919 -0.299 -3.264
H -0.069 -1.535 -3.478
C -3.048 -1.061 -0.685
H 3.092 2.508 -1.110
H -1.749 -1.743 1.050
H 0.478 -3.307 -1.075
H -0.564 2.884 1.576
H 1.670 -1.007 -2.087
C -2.344 -0.919 0.657
O 3.042 -0.347 -0.515
H 2.632 -0.508 -3.216
H -1.697 3.172 -1.854
H -0.314 0.222 3.868
O 1.629 0.309 3.336
H 2.092 -0.446 -0.250
N -2.602 -1.942 -1.600
H 1.379 0.276 2.401
O -0.990 -1.246 -3.429
C -0.209 0.393 0.318
H -0.866 2.027 -1.225
O 2.206 3.296 0.865
O 2.364 -2.837 2.043
O 3.759 2.026 -1.617
H -1.834 -2.557 -1.507
H -2.216 1.048 0.537
N -1.546 0.307 0.689
H 2.353 -1.999 1.581
O 1.837 -0.981 -3.031
O -1.205 0.007 3.565
H -1.297 0.232 2.628
H 1.684 -3.362 1.602
O -3.952 -0.272 -0.900
H 1.499 2.727 0.505
H 0.199 -2.269 0.057
H 1.698 -0.634 3.537
O 0.142 -3.230 -0.179
H 3.695 -1.041 -0.470
H -3.147 -0.924 1.402
O 0.509 -0.649 0.241
```

***

C3H27NO12 | ωB97M-V/def2-TZVPD

Calculated values
SMILES: O=CNCCO.O.O.O.O.O.O.O.O.O.O
lowest unoccupied orbital energy: 0.0 eV
ΔE to the lowest compared entry with this formula, charge and spin: 54.0 kcal/mol
orbital gap: 0.376 Ha
HOMO level: -0.37543 Eh

```
43
C3H27NO12 | the OMol25 dataset | ωB97M-V/def2-TZVPD
H -3.872 2.778 0.630
H 3.232 2.853 -0.716
H 2.087 1.775 -2.340
H -2.608 -2.987 -2.659
H -3.051 -0.117 2.270
H -0.640 1.422 2.987
H -1.417 -0.990 0.364
H 2.432 -1.074 -0.379
H -0.525 -4.060 -1.933
O -0.210 0.867 -0.630
O -2.321 -0.188 -2.631
O 2.614 -2.607 -1.950
H 0.538 -3.206 -1.261
H 1.915 -2.288 -2.541
H -3.151 1.205 3.628
N -1.231 -0.190 0.980
H 4.175 1.821 -0.078
H -2.615 2.478 -0.299
H -2.339 0.717 -3.006
H -1.611 0.050 -2.009
O 0.208 -2.353 0.351
C -1.889 -0.259 2.264
H -1.926 -1.289 2.641
C -1.330 0.646 3.455
O 2.588 -0.852 0.562
H 1.326 0.909 -1.279
O -2.924 2.576 0.607
H 3.195 -1.523 0.881
H 2.382 4.150 1.160
H -1.709 -1.976 -3.450
O 2.219 1.185 -1.572
O 0.416 -4.064 -1.700
H 2.521 -3.562 -1.897
O -1.772 -2.901 -3.150
H -0.698 0.008 4.080
O 1.548 3.945 0.709
H 0.924 -1.701 0.273
H 0.629 -3.172 0.619
H 1.627 3.030 0.434
O -2.367 1.249 4.176
C -0.668 0.940 0.529
O 3.896 2.751 -0.034
H -0.602 1.824 1.140
```

***

| no. | molar mass (Da) | electronic energy (a.u.) | strongest force on any atom (eV/Å) |
| --- | --- | --- | --- |
| 1 | 165.21 | -612.32740 | 5.8 |
| 2 | 287.30 | -1609.35017 | 3.4 |
| 3 | 264.27 | -1332.87775 | 5.2 |
| 4 | 216.28 | -1107.12746 | 4.8 |
| 5 | 294.08 | -1453.95978 | 8.5 |
| 6 | 288.26 | -1134.48953 | 3.1 |
| 7 | 266.29 | -1333.74962 | 6.0 |
| 8 | 222.23 | -882.20013 | 4.6 |
| 9 | 318.36 | -1828.82118 | 3.6 |
| 10 | 315.39 | -1788.53378 | 4.5 |
| 11 | 315.25 | -1293.56850 | 1.9 |
| 12 | 269.24 | -1088.10608 | 3.3 |